Entry from the Open Molecules 2025 dataset: C15H56BrHgNNiO15 as an isolated structure (ωB97M-V/def2-TZVPD).

gap between HOMO and LUMO (spin up / spin down)	8.4 / 8.3	eV
multiplicity	3
charge	0

Last column: Löwdin spin population.
CARTESIAN COORDINATES (ANGSTROEM)
Ni -0.67427 -1.12479 1.58722  1.7292
Hg 1.47240 0.43077 -0.57075  0.0019
N -0.11225 6.12267 0.02841  0.0000
H 0.60605 6.50254 0.62173  0.0000
H -0.28655 4.12139 -0.19153  0.0000
H -0.16214 6.46418 -0.97335  0.0000
H -0.93986 6.54766 0.44203  0.0000
O -1.48802 -3.47009 1.78834  0.0261
C -0.38899 -4.06659 1.04773  0.0010
C 0.29592 -3.27075 -0.04144  0.0062
O 0.59340 -1.99626 0.41638  0.0682
H -0.75342 -5.01619 0.61145  0.0000
H 0.30002 -4.37947 1.80586  0.0000
H -0.48918 -3.05825 -0.83218  0.0016
H 1.10687 -3.92356 -0.38643  0.0011
O -0.47557 3.25585 -0.48497  0.0003
C -1.20214 2.62360 0.62250  0.0003
C -0.29361 1.81385 1.57906  0.0040
O 0.28101 0.55528 1.15011  0.0387
H -2.02298 2.03271 0.17952  0.0000
H -1.70770 3.40061 1.21601  0.0000
H -1.05734 1.71299 2.35555  0.0002
H 0.41642 2.54477 1.88682  0.0012
Br 2.68317 0.37909 -2.68934  0.0011
C -7.90945 0.81938 -2.42498  0.0000
O -7.56457 0.91576 -1.04453  0.0000
H -7.77937 1.84799 -2.81142  0.0000
H -7.23510 0.19276 -3.05439  0.0000
H -8.94897 0.47805 -2.51225  0.0000
H -7.53990 0.00535 -0.71551  0.0000
C 3.18511 -0.79262 1.98978  -0.0008
O 3.50026 -0.13745 0.78448  0.0005
H 4.10851 -1.11688 2.43683  0.0000
H 2.78524 -0.16422 2.77493  0.0000
H 2.47319 -1.61823 1.86204  -0.0007
H 4.07378 0.56971 1.03543  0.0000
C -2.78562 -5.11516 4.53681  0.0000
O -3.35666 -5.20373 3.23659  0.0004
H -2.41394 -4.12031 4.82031  0.0000
H -3.50376 -5.30868 5.33580  0.0000
H -1.96827 -5.82289 4.56681  0.0000
H -2.76573 -4.67960 2.67309  0.0002
C -4.40458 -0.06564 -1.92500  0.0000
O -3.02521 0.12814 -1.50293  0.0005
H -5.09750 0.27649 -1.19234  0.0000
H -4.59111 0.47990 -2.88880  0.0000
H -4.55385 -1.05338 -2.33728  0.0000
H -2.72087 0.98630 -1.86054  0.0000
C 3.15188 -3.71699 -3.29622  0.0000
O 3.37875 -3.55526 -4.70784  0.0000
H 4.11712 -3.79032 -2.79591  0.0000
H 2.54500 -2.88113 -2.88813  0.0000
H 2.68440 -4.65129 -3.20477  0.0000
H 3.83491 -2.70039 -4.89123  0.0000
C 6.66786 2.42298 1.23401  0.0000
O 5.33805 2.28438 0.76921  0.0000
H 6.67886 2.58564 2.32707  0.0000
H 7.20109 1.46998 1.10324  0.0000
H 7.17753 3.28723 0.74858  0.0000
H 5.37796 2.28790 -0.21794  0.0000
C 1.25964 2.72997 -5.12593  0.0000
O 1.09589 3.40132 -3.87148  0.0000
H 1.26652 1.68688 -5.06586  0.0000
H 0.41396 2.95342 -5.81490  0.0000
H 2.14683 3.10740 -5.59544  0.0000
H 0.54628 2.88790 -3.22983  0.0000
C -0.18505 -0.66756 4.18244  0.0091
O -1.14096 -1.28629 3.39653  0.0712
H 0.25732 -1.44046 4.79578  0.0015
H 0.70438 -0.35332 3.60846  0.0028
H -0.47311 0.17693 4.80877  0.0005
H -1.22065 -2.89110 2.51904  0.0010
C -2.95719 3.78969 -2.39439  0.0000
O -2.16965 2.62409 -2.57654  0.0000
H -3.25668 3.92247 -1.33909  0.0000
H -2.45572 4.71635 -2.73340  0.0000
H -3.84303 3.57417 -2.92145  0.0000
H -1.40622 2.68516 -1.94728  0.0000
C 7.97257 -1.72506 0.66959  0.0000
O 7.08841 -0.90260 -0.05808  0.0000
H 7.51582 -2.75518 0.67952  0.0000
H 8.96726 -1.77780 0.24814  0.0000
H 7.96986 -1.41186 1.71203  0.0000
H 7.07072 -1.28775 -0.90092  0.0000
C -3.64957 -0.89327 1.95438  0.0014
O -2.53303 -0.38730 1.18057  0.0289
H -4.52011 -0.17788 2.02638  0.0009
H -4.09111 -1.69832 1.41032  0.0000
H -3.38489 -1.15609 2.99571  0.0000
H -2.80473 -0.18969 0.25526  0.0015